The following is a quantum chemistry calculation of a 13-piece molecular cluster, C32H67Br24ClN overall, from the OMol25 dataset.

Geometry as XYZ:
```
125
Properties=species:S:1:pos:R:3:forces:R:3:mulliken_charge:R:1
C 2.37994 0.57769 -0.98522 -0.03 0.48 -0.12 -1.2648
C 1.79264 2.00600 -1.11262 0.16 -0.67 0.23 0.5007
C 0.27713 1.95396 -1.21515 -0.48 0.29 -0.61 -0.6225
C -0.39737 3.33402 -1.35053 1.46 -0.72 0.70 0.7967
C -0.09716 4.23494 -0.15664 -0.95 0.24 -0.06 -1.5516
N -1.86754 3.06580 -1.50170 0.39 0.38 -0.31 0.3230
C -2.74494 4.26121 -1.50770 -0.45 0.52 -0.54 -1.1517
C -4.20086 3.87909 -1.72671 0.03 -0.34 0.52 0.4233
C -4.65923 2.74072 -0.80899 -0.12 -0.01 -0.16 -0.6840
Cl -4.44683 3.43150 -3.45408 0.08 0.03 0.03 -0.2077
H 1.59558 -0.17644 -1.03660 0.04 -0.09 0.00 0.3902
H 2.90590 0.47067 -0.03925 -0.02 -0.14 0.02 0.0665
H 3.10219 0.38197 -1.77508 -0.01 -0.11 0.00 0.4143
H 2.12340 2.56959 -0.24321 -0.10 0.19 -0.04 0.4562
H 2.20593 2.49973 -1.99173 -0.04 0.13 0.00 -0.5792
H -0.17872 1.37622 -0.40171 0.18 0.11 0.20 0.1015
H 0.02988 1.41306 -2.13952 0.03 -0.18 0.07 0.4660
H -0.00053 3.77048 -2.26381 -0.47 0.23 -0.10 -0.5574
H 0.88135 4.06252 0.27318 0.08 -0.12 -0.16 0.3461
H -0.15220 5.28723 -0.43404 -0.04 0.03 0.05 0.4080
H -0.84236 4.06397 0.62689 0.13 -0.02 0.14 0.3991
H -2.11684 2.37987 -0.78424 -0.23 0.09 0.01 0.0626
H -2.01003 2.60924 -2.41192 0.03 -0.09 0.04 0.5211
H -2.66712 4.85867 -0.60242 0.25 -0.39 0.25 0.4792
H -2.40047 4.88479 -2.33486 0.10 0.01 0.03 0.2429
H -4.80920 4.75593 -1.52533 0.02 0.11 -0.31 0.5658
H -5.35064 3.09435 -0.04924 0.01 0.05 -0.02 0.0902
H -5.13989 1.95368 -1.38250 -0.09 0.12 0.07 -0.0071
H -3.83906 2.24750 -0.28902 -0.09 0.05 0.15 0.2310
Br 4.58000 4.30763 -2.99782 -0.09 -0.03 0.03 -0.1253
C 3.10010 4.33565 -4.25699 0.21 0.01 0.04 -0.2988
C 2.45120 5.69013 -4.34013 -0.24 0.02 -0.09 -0.2847
Br 1.33501 6.06716 -2.79188 0.51 0.01 0.27 -0.0680
H 2.40412 3.56438 -3.94090 -0.05 0.00 -0.07 -0.0615
H 3.52644 4.06296 -5.21992 -0.03 0.03 -0.02 0.4364
H 1.77810 5.72943 -5.19558 -0.02 -0.01 0.02 0.0076
H 3.16711 6.50271 -4.40505 0.05 -0.04 0.01 0.4513
Br -0.81569 3.39812 -4.99278 -0.10 -0.04 -0.01 -0.0194
C -1.98988 4.54606 -6.05735 -0.01 -0.16 -0.17 -0.5194
C -1.30393 5.83871 -6.40105 -0.05 0.11 0.16 -0.6129
Br -1.23102 7.00511 -4.84672 -0.18 0.10 -0.26 -0.1554
H -2.89644 4.68749 -5.47831 0.02 0.03 0.03 0.3342
H -2.21352 3.97346 -6.95528 0.09 -0.02 0.00 0.3706
H -1.85243 6.38166 -7.16694 -0.07 -0.06 0.01 0.4355
H -0.28095 5.68406 -6.73053 -0.02 -0.02 -0.05 0.2724
Br -6.07204 -0.52572 -1.55428 0.02 -0.25 -0.15 -0.1432
C -5.11504 -1.88738 -0.54110 -0.11 0.08 -0.18 -0.5930
C -4.28804 -1.28627 0.55665 0.07 -0.06 0.05 0.6705
Br -2.65145 -0.45301 -0.11407 0.07 0.03 -0.03 -0.0446
H -4.51578 -2.44514 -1.25375 -0.02 -0.02 -0.01 0.4323
H -5.88727 -2.53247 -0.12846 0.05 0.01 0.10 0.4035
H -3.94772 -2.05233 1.24509 0.04 -0.06 0.02 -0.2341
H -4.82282 -0.52311 1.10468 -0.03 0.06 0.06 -0.3865
Br -6.85986 1.21583 1.65810 0.07 -0.01 0.17 -0.1388
C -5.95677 1.51245 3.36336 -0.12 0.13 -0.16 0.0844
C -6.10631 2.93956 3.81488 0.14 0.05 0.10 -0.6846
Br -4.94084 4.13091 2.80612 -0.05 0.03 -0.03 -0.1512
H -4.91104 1.23139 3.23525 -0.47 0.19 -0.07 -0.5050
H -6.42825 0.83173 4.06839 0.02 0.00 0.01 0.5466
H -5.79993 3.04888 4.85317 0.03 -0.01 -0.01 0.4329
H -7.11895 3.31237 3.69407 -0.01 -0.01 -0.01 0.3317
Br 3.55149 -2.76706 -0.86844 0.12 -0.08 0.06 -0.1510
C 4.31264 -3.12482 0.89063 -0.20 -0.05 -0.05 -0.2806
C 4.15766 -1.94755 1.81468 0.19 0.09 -0.02 -0.5899
Br 5.41784 -0.52581 1.39721 -0.07 0.01 0.01 -0.1358
H 5.34812 -3.40355 0.73088 0.00 0.04 0.03 0.1897
H 3.76491 -3.98439 1.27370 0.00 -0.02 0.00 0.3323
H 4.38036 -2.24193 2.83849 0.09 -0.04 -0.03 0.4918
H 3.16426 -1.50966 1.76882 -0.04 0.00 -0.05 0.1750
Br 6.84545 -5.75116 0.43135 0.19 -0.14 -0.14 -0.0643
C 6.70342 -6.62427 -1.30327 0.07 0.20 0.03 -0.6489
C 5.37709 -6.31293 -1.94420 -0.10 -0.25 -0.06 -0.4005
Br 3.96157 -7.35793 -1.10576 -0.07 0.18 -0.05 -0.1022
H 6.83904 -7.68876 -1.14119 0.01 0.00 0.01 0.3769
H 7.53200 -6.23835 -1.89287 -0.05 0.03 -0.04 0.3912
H 5.36881 -6.59999 -2.99333 0.07 -0.02 0.01 0.3757
H 5.10417 -5.26583 -1.85191 -0.02 0.00 0.02 0.1324
Br -3.34248 -0.41574 4.07702 0.20 -0.27 0.24 -0.0575
C -3.27019 -2.12987 5.00076 0.20 0.04 -0.04 -0.2995
C -3.62182 -3.26483 4.07932 -0.16 -0.09 0.03 -0.6983
Br -5.53275 -3.33770 3.71390 0.04 0.07 -0.08 -0.1427
H -3.93672 -2.04967 5.85299 -0.03 -0.05 -0.02 0.4533
H -2.24381 -2.23885 5.34627 0.01 0.00 -0.05 0.0946
H -3.36984 -4.21868 4.53655 0.00 0.02 0.03 0.4318
H -3.12293 -3.18409 3.11879 0.10 0.00 0.03 0.3319
Br 7.55340 -4.54247 3.57505 -0.01 0.09 0.02 -0.1260
C 8.35926 -6.29202 3.84064 -0.15 -0.01 0.10 -0.5355
C 9.74987 -6.18432 4.40571 0.15 -0.04 -0.13 -0.6216
Br 11.03225 -5.62666 3.05476 -0.03 0.04 0.04 -0.1318
H 8.33572 -6.79226 2.87695 0.02 0.01 -0.01 0.2978
H 7.70133 -6.81050 4.53500 0.01 0.01 0.01 0.3305
H 10.09308 -7.15692 4.75095 -0.04 -0.01 0.00 0.3800
H 9.81628 -5.46666 5.21686 -0.03 -0.01 0.01 0.3742
Br 0.56151 -3.88229 4.66563 0.02 0.00 -0.07 -0.1380
C 1.81185 -2.39720 4.51482 -0.11 -0.17 0.16 -0.0602
C 1.09295 -1.07642 4.53977 0.06 0.17 -0.11 -0.7440
Br 0.19679 -0.71466 2.85145 0.03 -0.05 -0.08 -0.0503
H 2.37491 -2.55218 3.60013 -0.11 0.00 0.08 -0.2700
H 2.47615 -2.48721 5.37147 -0.01 0.03 0.01 0.4373
H 1.79155 -0.25513 4.68325 0.05 -0.04 0.00 0.4208
H 0.33058 -1.03933 5.31182 0.01 0.01 0.02 0.3960
Br 2.02531 1.40486 -6.87704 0.00 0.02 0.07 -0.1264
C 0.49757 0.68941 -7.84342 0.10 -0.04 0.09 -0.5613
C 0.43645 1.21613 -9.25112 -0.16 0.07 -0.02 -0.5606
Br -0.19070 3.06068 -9.29299 0.05 0.01 0.00 -0.1484
H -0.38549 0.95085 -7.26795 -0.01 0.00 -0.01 0.2874
H 0.62870 -0.39014 -7.83876 0.02 0.00 -0.06 0.3777
H -0.28307 0.65083 -9.83874 -0.01 0.00 0.03 0.3568
H 1.40168 1.20249 -9.74631 0.01 0.00 0.02 0.3770
Br -6.41710 6.81449 5.64440 -0.04 0.00 0.00 -0.1318
C -8.22352 6.32484 5.11364 0.17 -0.08 0.05 -0.6144
C -8.35611 6.22687 3.61624 -0.16 0.11 -0.08 -0.2920
Br -8.41804 7.97790 2.77630 0.07 -0.05 0.00 -0.1334
H -8.88849 7.06625 5.54407 -0.03 0.00 -0.04 0.4295
H -8.41224 5.35803 5.57610 -0.02 -0.01 -0.02 0.3338
H -9.29339 5.74242 3.34956 -0.01 0.00 0.04 0.3836
H -7.52607 5.69495 3.16025 0.02 0.00 0.03 0.0187
Br 4.45611 -7.24509 2.83722 -0.01 0.00 0.19 -0.0522
C 4.15723 -9.14973 3.09298 0.06 0.11 -0.06 -0.5723
C 3.77225 -9.81352 1.79678 -0.15 -0.13 0.03 -0.4983
Br 1.93472 -9.41284 1.29729 0.08 0.03 -0.02 -0.1332
H 3.39571 -9.25126 3.85923 -0.02 -0.04 -0.02 0.3678
H 5.09916 -9.55043 3.46086 0.01 -0.01 -0.04 0.3272
H 3.82053 -10.89595 1.89314 0.00 0.01 0.04 0.3638
H 4.39397 -9.49276 0.96653 0.03 0.02 0.02 0.1949
```
Forces are in eV/Å.

Summary:
Highest occupied orbital energy, eV: -11.14
Spin multiplicity: 1
Charge: +1
Gap between HOMO and LUMO, eV: 9.488
Calculated total energy, eV: -1729300.3036


The following is a quantum chemistry calculation of a 10-piece molecular cluster, C32H67F30N8OP5 overall, from the OMol25 dataset.

Geometry as XYZ:
```
143
Properties=species:S:1:pos:R:3:forces:R:3:mulliken_charge:R:1
C 1.89699 3.08809 -4.79054 0.58 -1.19 -0.82 -1.6281
C 1.57714 3.97004 -5.98107 0.27 0.81 0.80 -0.0678
C 1.90374 3.39525 -7.33476 0.35 0.66 -1.26 -0.5888
N 1.50146 4.32294 -8.50415 -0.97 0.90 -1.34 0.2143
C 1.52647 3.54969 -9.83668 0.71 0.66 0.16 -0.6529
C 2.96990 3.29196 -10.30048 -0.63 -1.81 -0.62 -0.6922
C 3.87577 4.50054 -10.41107 -0.39 0.53 0.70 -0.5675
C 3.80889 5.15325 -9.05253 2.33 0.38 0.89 -0.8116
C 2.42275 5.51371 -8.61314 -0.60 0.73 0.52 -0.7974
C 0.07715 4.82706 -8.39455 -0.12 -1.81 1.05 -1.1125
H 2.00410 3.65507 -3.87097 -0.41 0.00 0.02 0.4337
H 2.86550 2.60974 -4.96343 -0.07 -0.17 0.22 0.3554
H 1.13813 2.30600 -4.75169 0.19 -0.09 0.57 0.3557
H 2.22130 4.83733 -5.80431 -0.42 0.36 -0.44 0.2515
H 0.52565 4.23002 -5.84096 0.08 0.33 -0.53 0.2690
H 1.51440 2.40763 -7.58014 -0.32 0.05 0.28 0.4430
H 2.96940 3.37583 -7.54997 0.15 -0.51 0.80 0.3055
H 0.90993 2.68043 -9.61605 0.33 -0.32 -0.39 0.5387
H 1.00694 4.15254 -10.58012 -0.04 0.19 0.17 0.3492
H 3.33093 2.50689 -9.62811 0.68 0.45 0.25 0.3290
H 2.95573 2.71079 -11.22744 -0.43 0.31 -0.19 0.4265
H 4.90814 4.26303 -10.66072 -0.09 -0.38 0.09 0.3977
H 3.60230 5.29178 -11.11582 -0.53 -0.54 -0.41 0.2740
H 4.38538 4.54984 -8.33846 -0.75 -0.51 0.21 0.3431
H 4.53709 5.97288 -9.01548 -0.85 0.73 -0.22 0.4051
H 2.30524 6.04541 -7.66671 0.66 -0.31 0.25 0.5179
H 1.95021 6.24765 -9.27271 0.00 -0.46 -0.56 0.5128
H -0.41461 3.92840 -8.01174 -0.47 0.29 0.13 0.5328
H -0.41729 5.02061 -9.34062 0.59 0.45 -0.17 0.3133
H -0.03975 5.61447 -7.65730 0.23 0.14 -0.16 0.3600
C -2.23830 -3.64154 7.49918 -0.26 -0.23 -1.23 -0.8155
N -2.64939 -4.81051 6.64593 -1.34 0.27 -1.26 0.6821
C -3.12513 -4.32369 5.26050 1.67 -0.74 -0.19 -0.6855
C -1.59146 -5.84698 6.44253 0.69 -0.58 0.51 -1.0120
C -3.89522 -5.44660 7.17418 0.20 -0.50 2.35 -0.4385
C -3.69435 -6.07440 8.56096 -1.04 -1.07 0.37 -0.7000
O -3.15744 -7.39712 8.49840 0.46 0.34 -0.40 -0.4934
H -3.11856 -3.00405 7.56402 -0.02 -0.09 0.54 0.3182
H -1.53320 -3.04204 6.92599 0.39 -0.33 0.26 0.1592
H -1.86122 -4.03539 8.43422 0.06 0.35 0.09 0.3165
H -3.58652 -5.19202 4.79673 -0.48 0.28 -0.01 0.3836
H -2.22967 -4.19681 4.65329 -0.01 0.49 0.15 -0.1568
H -3.72183 -3.41996 5.31450 -0.17 -0.16 0.19 0.4211
H -2.07771 -6.75836 6.10584 0.15 0.14 -0.54 0.5116
H -1.06355 -6.14585 7.35054 -0.58 0.43 0.48 0.3373
H -0.78945 -5.51719 5.78912 -0.50 0.21 -0.45 0.2040
H -4.30412 -6.21811 6.52679 0.48 0.04 -0.33 0.3923
H -4.68473 -4.71028 7.32386 0.30 0.42 -0.39 0.4653
H -4.69370 -6.21011 8.98832 -0.14 0.49 -0.12 0.5137
H -3.15308 -5.47344 9.29377 0.22 0.21 -0.32 0.2279
H -3.60782 -7.93710 9.14979 0.04 -0.06 0.03 0.3094
C -2.81676 -0.71511 -2.87432 0.51 0.97 1.13 -1.7000
C -3.55345 -0.38008 -1.55054 -0.78 -1.38 -0.93 0.6163
N -3.73098 1.02606 -1.27892 0.57 1.92 -0.27 0.4292
C -4.20300 1.58432 -0.10917 -0.12 -1.32 0.32 -0.3245
C -4.11582 2.91245 -0.21541 -0.07 1.02 -0.13 -0.8180
N -3.55811 3.21470 -1.46075 -0.87 -1.63 0.66 0.2424
C -3.35734 2.02864 -2.05670 -0.01 0.50 -0.73 -0.1642
C -3.42317 4.53011 -2.03983 0.22 0.06 0.13 -0.9154
H -2.80935 -1.78874 -3.03421 0.00 0.00 0.06 0.4393
H -1.78466 -0.36254 -2.79782 0.17 -0.32 -0.02 0.3451
H -3.22035 -0.20526 -3.75050 -0.46 -0.17 0.07 0.3846
H -3.13295 -0.78329 -0.63136 0.31 -0.34 -0.38 -0.2278
H -4.56556 -0.78409 -1.62044 0.05 -0.12 0.23 0.3712
H -4.57037 0.94833 0.68525 -0.04 0.05 0.00 0.4490
H -4.48918 3.64025 0.48532 0.27 0.20 -0.13 0.4657
H -3.04423 1.95613 -3.08404 0.26 -0.22 0.11 0.3970
H -4.38921 4.94921 -2.31717 -0.03 0.01 0.25 0.3389
H -2.82288 4.47862 -2.94580 0.17 -0.05 0.15 0.2976
H -2.92291 5.11315 -1.26821 -0.07 0.45 -0.37 0.3595
C 5.39512 3.32673 5.62154 -0.81 -1.00 -0.37 -1.0970
C 5.34032 2.56011 4.27312 1.56 0.58 0.28 -0.7822
N 4.02020 2.46950 3.69838 -1.42 0.11 -0.47 0.4469
C 3.00701 1.54360 3.95205 0.83 0.67 0.69 -0.7504
C 1.88388 2.03606 3.38876 -0.61 -0.29 -0.71 -0.4121
N 2.20759 3.20277 2.72639 1.08 -0.21 0.21 0.2616
C 3.50994 3.41830 2.91312 0.23 0.15 0.26 -0.3811
C 1.33237 3.92375 1.83877 -0.66 -0.45 -1.14 -0.8260
H 5.03371 4.34782 5.51553 0.33 0.13 -0.03 0.3046
H 6.39059 3.24937 6.05127 0.11 0.33 -0.19 0.4042
H 4.72982 2.84183 6.33913 -0.04 -0.05 -0.02 0.3058
H 5.85441 1.60286 4.33956 -0.68 -0.37 0.09 0.4454
H 5.96105 3.07421 3.53677 -0.13 0.19 -0.04 0.3669
H 3.21570 0.69259 4.57778 -0.30 -0.12 -0.19 0.6008
H 0.89353 1.62690 3.26811 0.15 -0.06 0.37 0.6758
H 4.06547 4.24245 2.49918 0.02 -0.01 0.05 0.4852
H 1.17258 4.97509 2.06224 0.04 -0.11 0.50 0.3919
H 0.39954 3.36116 1.80077 -0.19 0.34 0.46 0.1732
H 1.64536 3.86268 0.79354 0.58 -0.02 0.14 0.3610
C 0.95674 1.64907 -1.55749 -0.77 -0.70 0.60 -1.4444
C 1.27797 0.46769 -0.60581 0.63 1.07 -0.19 0.4786
N 0.17469 -0.05292 0.19391 -0.05 0.27 0.92 1.2177
C -0.79447 0.64983 0.90686 -0.25 -0.13 -1.02 -0.8458
C -1.46784 -0.27409 1.60832 -1.64 -0.67 0.84 -0.8667
N -0.91676 -1.52085 1.43173 2.00 1.05 -0.81 0.8405
C 0.15874 -1.30311 0.65395 0.24 -0.52 -0.61 -0.8893
C -1.38540 -2.81393 1.97989 -0.18 1.20 0.77 -1.1229
H 1.90498 2.04090 -1.91759 -0.02 -0.29 -0.35 0.5238
H 0.40778 2.51111 -1.16278 0.04 -0.15 0.53 0.3302
H 0.31030 1.22961 -2.33048 0.31 0.25 -0.48 0.0936
H 2.07296 0.75635 0.07873 0.10 -0.10 -0.02 -0.3271
H 1.65308 -0.32277 -1.25438 0.04 -0.28 0.31 0.2864
H -1.10705 1.66422 0.72409 0.32 0.04 -0.08 0.4116
H -2.37227 -0.16825 2.18828 0.11 0.02 0.05 0.6822
H 1.01961 -1.92534 0.43873 -0.49 -0.66 -0.12 0.5625
H -0.90240 -3.00715 2.93559 0.42 -0.10 -0.24 0.4230
H -1.22884 -3.60339 1.25272 -0.23 -0.03 0.05 0.4574
H -2.40944 -2.54466 2.22813 -0.25 -0.89 -0.28 0.1305
P -0.19845 -0.64814 5.43786 -0.26 1.87 -0.73 1.4218
F 0.04893 -2.22107 5.18129 0.12 0.22 0.56 -0.3818
F 0.84725 -0.22343 4.25788 0.34 -0.65 0.18 -0.3778
F -1.33592 -0.69143 4.28747 -0.55 -0.05 -0.23 -0.3756
F -0.50774 0.97089 5.64556 0.40 -0.25 -0.24 -0.4354
F -1.34511 -0.88090 6.52815 0.11 -0.94 0.69 -0.4086
F 0.97893 -0.55935 6.52859 -0.34 -0.38 -0.10 -0.4405
P -0.47777 -6.97743 2.70276 0.04 -2.75 -0.85 1.3713
F -0.23404 -8.33238 1.77650 0.43 0.73 0.61 -0.3779
F -0.14699 -6.06945 1.44297 0.11 0.57 -0.07 -0.3487
F -2.03411 -7.10225 2.26521 -0.22 0.41 0.41 -0.3806
F -0.88096 -5.64683 3.57233 0.41 -0.01 0.22 -0.4158
F -0.72309 -7.96004 3.99138 -0.88 0.48 0.22 -0.3884
F 1.05832 -6.96897 3.19732 -0.05 0.80 -0.39 -0.3754
P 4.76785 -0.45250 0.77414 1.44 -0.98 0.41 1.2410
F 3.36687 -1.11907 1.22097 -0.68 0.36 -0.56 -0.3508
F 4.25470 1.00302 1.30861 -0.45 0.69 -0.08 -0.3360
F 5.28466 -0.74798 2.29157 0.31 0.06 0.02 -0.3937
F 6.22520 0.21077 0.43574 -0.47 0.07 -0.04 -0.4101
F 5.28965 -1.87565 0.25645 -0.11 0.36 0.08 -0.3755
F 4.23053 -0.06479 -0.70315 -0.19 -0.03 0.20 -0.3605
P 1.50723 -3.60447 -2.87059 -0.71 0.45 -0.18 1.2872
F 0.23531 -3.18160 -1.91599 0.01 -0.33 0.67 -0.3499
F 1.82612 -4.95583 -2.06625 -0.16 0.81 -0.01 -0.3596
F 0.42367 -4.38651 -3.79967 0.58 -0.24 -0.15 -0.4010
F 2.72786 -3.88113 -3.89414 -0.25 -0.04 0.39 -0.3893
F 1.15916 -2.24763 -3.73166 0.18 0.55 -0.28 -0.4112
F 2.43763 -2.68591 -1.87799 0.05 -0.59 -0.39 -0.3618
P -5.52463 -2.06168 1.41905 -1.40 -1.80 1.26 1.2051
F -5.17251 -3.21662 2.51995 0.69 0.60 -0.05 -0.3386
F -6.14705 -3.24399 0.50133 0.74 0.86 -1.03 -0.3975
F -7.00040 -1.97912 2.06378 0.18 1.11 0.63 -0.3682
F -5.94583 -0.81910 0.42625 0.37 -0.56 -0.54 -0.3889
F -4.85990 -0.92953 2.40088 -0.31 -0.04 0.07 -0.3501
F -4.07819 -2.22014 0.71497 -0.19 0.12 -0.35 -0.3297
```
Forces are in eV/Å.

Summary:
Highest occupied orbital energy, eV: -9.46
Spin multiplicity: 1
Gap between HOMO and LUMO, eV: 7.673
Calculated total energy, eV: -176233.4677


| no. | lowest unoccupied orbital energy (eV) |
| --- | --- |
| 1 | -1.66 |
| 2 | -1.79 |